No. 1
Formula: C27H54FN2O35S9
Source: the OMol25 dataset
Level of theory: ωB97M-V/def2-TZVPD

Values from the calculation:
* HOMO energy (spin up / spin down): -8.4695 / -9.2610 eV
* charge: 0
* electronic energy: -203735.879 eV
* Kohn-Sham gap (spin up / spin down): 8.423 / 9.214 eV
* F_max: 7.66 eV/Å
* 2S+1: 2
* E_LUMO (spin up / spin down): -0.0465 / -0.0466 eV

Geometry as XYZ:
```
128
C27H54FN2O35S9 (ωB97M-V/def2-TZVPD)
H 2.313 -2.453 -2.999
C 3.016 -1.546 -3.031
C 3.426 3.266 5.152
H -2.881 0.388 -7.454
H -4.119 0.537 5.759
H -2.197 -0.113 -10.010
O -4.685 -3.671 4.749
O -0.946 -0.720 0.454
H 4.605 0.718 -0.078
O 1.237 1.508 -8.149
H 0.773 -1.356 -1.933
H 5.005 8.924 0.764
H -2.089 1.695 -8.372
C 4.310 0.955 1.017
H -4.302 3.209 4.254
S -5.275 -2.490 4.185
H 1.525 4.093 -3.294
H -7.872 -1.119 3.770
H 1.375 2.630 -4.397
O -3.867 0.531 3.727
O -3.824 -2.959 -5.255
O -6.618 -2.143 5.031
C -3.803 2.528 4.950
O 6.429 2.313 4.339
C -0.647 -4.609 -0.851
O -3.779 -4.384 -3.223
H 2.145 1.771 1.293
O 5.385 4.511 4.801
H 5.112 6.550 1.322
C 2.214 -0.126 -3.176
S -2.361 1.099 3.500
H 3.039 3.570 -4.187
O 1.020 -3.898 7.103
H 3.743 4.200 -2.099
H -0.812 -3.760 -0.186
C 2.089 3.150 -3.672
O -0.229 -0.105 -9.336
O 5.614 3.759 2.445
H -2.422 -3.694 4.586
O -0.983 -4.572 5.806
H -7.534 -4.143 3.358
O 2.324 -4.991 -2.610
H 4.155 9.305 2.284
O 0.861 -3.444 4.672
C -7.395 -3.106 3.038
S -4.685 -3.522 -4.259
C -1.974 0.678 -7.986
H 1.559 2.893 -0.469
H 3.835 -1.607 -3.829
H 2.338 3.284 5.078
C -4.917 -5.996 -4.481
F -1.706 1.470 -0.791
S 2.242 7.167 1.748
H -8.647 -2.433 4.693
C -1.456 -3.465 5.035
H 1.068 -5.225 0.329
S 0.958 -5.424 -2.581
O 3.023 8.307 0.896
O -5.614 -2.738 -3.500
H 0.749 0.609 -4.837
H -5.507 1.165 4.834
C 1.651 -0.104 -4.682
H 2.506 0.108 2.046
C -0.376 -3.219 3.993
H 1.214 -1.162 -4.874
S -0.481 0.695 0.117
H -5.096 -5.682 -2.341
O -2.453 2.362 4.519
O 0.768 -6.418 -1.311
O 1.832 6.131 0.849
H 3.685 3.146 -0.597
H -0.449 -3.937 3.171
H -3.832 2.952 5.955
O 1.337 7.819 2.649
H 3.721 2.668 6.019
H -0.413 -2.204 3.594
C 0.232 -5.676 -0.215
O 1.069 -0.880 -7.373
C 0.948 -0.238 -2.190
O 0.300 -6.004 -3.713
O 3.514 6.635 2.607
H 4.846 2.639 -1.928
H 3.529 5.337 4.518
O -4.535 -1.273 3.971
H 3.561 -1.486 -2.008
O 4.001 2.672 3.988
S 5.503 3.254 3.782
H 5.452 7.330 2.888
C 2.605 2.234 -2.450
C -1.624 -0.297 -9.100
H -1.773 -1.332 -8.780
O -2.257 1.595 2.163
O -0.852 0.662 -7.103
C 4.026 4.662 5.218
O 1.149 -5.788 5.445
C -4.419 1.136 4.894
C 4.714 7.216 2.093
O -0.421 1.443 1.426
H 0.011 0.106 -2.784
S 0.638 -4.518 5.868
H -7.976 -2.926 2.133
H -3.547 -6.413 -2.833
H 4.764 0.109 1.650
O 4.109 1.058 -3.801
H -0.326 -6.329 0.456
H 2.461 0.031 -5.490
C 2.687 0.781 1.128
O -1.437 0.148 4.051
C -7.746 -2.135 4.155
C -4.322 -5.699 -3.113
N 2.259 0.011 -0.090
O -6.004 -2.902 2.793
S 0.493 0.302 -7.939
C 1.129 0.638 -0.818
H 4.667 2.007 1.311
N 3.206 0.931 -2.839
O 0.051 -4.195 -2.026
H -1.612 -5.023 -1.157
O -5.494 -4.766 -4.918
H 1.863 -0.880 0.283
H 0.461 2.480 -1.881
H -1.561 -2.607 5.705
H -5.676 -6.779 -4.440
H -4.140 -6.281 -5.197
C 4.293 8.553 1.501
C 1.437 2.155 -1.342
C 3.815 3.095 -1.750
H 3.980 5.083 6.223
```


No. 2
Formula: C12H29NO3
Source: the OMol25 dataset
Level of theory: ωB97M-V/def2-TZVPD

Values from the calculation:
* HOMO energy: -9.0116 eV
* charge: 0
* SMILES string: CC1(C)CCCC(C)(C)N1O.CC(C)O.O
* electronic energy: -20545.792 eV
* Kohn-Sham gap: 9.560 eV
* F_max: 1.59 eV/Å
* E_LUMO: 0.5482 eV

Geometry as XYZ:
```
45
C12H29NO3 (ωB97M-V/def2-TZVPD)
H -15.220 -14.575 -1.173
H -15.953 -18.165 2.039
C -12.480 -18.292 0.666
C -11.914 -15.980 -0.108
H -12.386 -16.170 -1.075
C -12.540 -15.361 3.119
H -10.901 -16.408 2.280
H -14.078 -14.787 -0.153
H -10.896 -16.358 -0.217
H -11.442 -18.615 0.756
C -13.974 -15.705 3.485
H -11.068 -13.185 -2.443
H -16.621 -15.829 1.248
O -13.102 -11.891 -1.704
H -14.978 -17.947 0.315
N -14.076 -16.416 1.064
C -13.954 -12.125 -3.958
H -11.908 -15.186 3.991
H -12.287 -14.183 -3.163
C -11.806 -13.211 -3.255
H -13.645 -11.990 -4.998
H -12.211 -11.053 -3.263
H -15.707 -14.412 1.728
H -12.133 -17.398 2.961
H -14.447 -13.087 -3.828
O -14.471 -14.123 -0.770
H -12.536 -14.394 2.601
H -11.208 -13.169 -4.169
C -15.367 -17.657 2.816
H -13.702 -12.628 -1.453
H -12.783 -18.544 -0.352
H -11.912 -14.909 0.075
H -13.062 -18.877 1.381
C -12.711 -12.000 -3.070
H -14.603 -18.407 3.055
C -14.824 -16.307 2.337
H -16.704 -15.257 2.896
C -16.023 -15.405 2.057
H -14.523 -14.833 3.857
H -13.975 -16.338 4.378
C -12.637 -16.800 0.971
C -11.988 -16.518 2.315
H -14.656 -11.325 -3.717
H -16.009 -17.580 3.692
O -14.844 -17.021 0.049
```


Q: Look up the electronic energy of the first one.
A: -203735.879 eV